Computed, not measured: C20H31O3V as an isolated structure at a distorted geometry, with ωB97M-V/def2-TZVPD.

Cartesian coordinates (Å):
1 V 0.29189 1.18268 1.23751
2 O 0.43930 -2.10567 -2.68780
3 O 2.90229 -0.11074 3.32297
4 O -0.93236 2.02511 0.01328
5 C -1.28004 3.46691 0.30233
6 C 2.07445 0.25821 -0.14733
7 C -0.60032 -3.04920 -3.08131
8 C 2.43137 1.68815 1.63831
9 C -1.73534 -2.37005 -2.28052
10 C -2.79340 2.56868 -1.45997
11 C 4.11311 -0.48087 3.98863
12 C -0.95187 -0.55459 1.86595
13 C -2.39602 3.82354 -0.67800
14 C 2.24066 1.66159 0.23003
15 C -1.09163 1.45986 3.03237
16 C -0.89488 -2.95979 -4.56726
17 C 3.06714 0.33831 1.98448
18 C 2.45549 -0.54628 0.91995
19 C -1.79926 0.57448 2.15037
20 C -0.57661 -1.46225 -1.84452
21 C -1.77890 1.49430 -1.10290
22 C -0.27903 -4.43409 -2.54514
23 C 0.20861 -0.44680 2.71710
24 C 0.12914 0.80555 3.42135
25 H 1.88193 -0.07447 -1.16436
26 H 0.70766 -4.77434 -2.88094
27 H -2.46822 -1.85469 -2.91873
28 H -3.80632 2.22754 -1.21775
29 H -1.20239 -1.38950 1.20904
30 H 0.93013 -1.24164 2.86649
31 H 2.68380 2.56647 2.22078
32 H -2.20199 -2.96937 -1.49548
33 H 2.21984 2.52588 -0.43829
34 H -1.20718 -1.93346 -4.81930
35 H 0.00858 -3.19356 -5.14065
36 H -0.33699 4.00940 0.15830
37 H -1.44340 2.42789 3.40491
38 H -3.24547 4.23824 -0.13094
39 H 4.86594 0.33323 3.92872
40 H -1.05952 -5.15147 -2.81603
41 H -1.61720 3.54476 1.34844
42 H -2.03680 4.58871 -1.36735
43 H -0.30236 -1.51028 -0.76745
44 H -2.83677 0.69169 1.82127
45 H 2.57579 -1.62984 0.92304
46 H 4.16085 0.46134 1.78907
47 H -0.22583 -4.36864 -1.45038
48 H 4.57395 -1.38112 3.53939
49 H 0.79280 1.17651 4.20240
50 H -1.07344 1.32172 -1.92724
51 H -0.67969 -0.41844 -2.18823
52 H -1.70064 -3.65706 -4.84658
53 H -2.26234 0.56514 -0.75853
54 H -2.76322 2.72558 -2.54385
55 H 3.82466 -0.68325 5.03033

spin multiplicity: 4
orbital gap (spin up / spin down): 2.484 / 3.046 eV
expectation value of S²: 3.844
charge: -1

These are the Löwdin partial charges, in e, on atoms 1 to 8: atom 1 (V): 0.578, atom 2 (O): -0.081, atom 3 (O): -0.214, atom 4 (O): -0.334, atom 5 (C): -0.111, atom 6 (C): -0.219, atom 7 (C): -0.597, atom 8 (C): -0.230

---

Computed, not measured: C20H32B2Cl4F10N4NaO12P2S as an isolated structure at a distorted geometry, with ωB97M-V/def2-TZVPD.

Cartesian coordinates (Å):
1 Cl -2.15493 -0.38024 -2.91888
2 Cl -0.43828 -1.42291 -4.71353
3 Cl -2.20412 -3.26013 -2.35023
4 Cl -3.33170 3.19895 0.76626
5 S -0.02906 -0.67766 1.09190
6 P 4.33485 -4.09653 4.40864
7 P 2.53463 -1.63323 -3.19599
8 Na -0.38099 -3.13796 3.29094
9 F 4.78769 -5.59055 3.88875
10 F 4.11172 -1.95789 0.78763
11 F 3.62448 -3.94365 2.90222
12 F 1.53532 0.25453 -6.56692
13 F 2.77231 -3.69607 4.79671
14 F 4.73606 -2.80828 5.35459
15 F -0.40741 1.13084 -6.53206
16 F 5.70736 -3.56948 3.66777
17 F 1.26648 2.35974 -5.97436
18 F 4.30803 -4.95166 5.81474
19 O 1.53272 -2.45713 -4.21813
20 O -5.50222 3.12805 5.08998
21 O 4.99447 1.35030 0.88285
22 O -1.38100 -1.02772 0.81729
23 O 3.90719 2.87244 -2.86115
24 O 0.53376 0.70860 -4.62202
25 O -6.22710 1.99307 0.13329
26 O 2.76928 1.90264 1.29408
27 O 0.44071 -1.70510 2.02897
28 O 5.27924 1.01131 -2.48842
29 O 3.04552 -2.67737 -2.01639
30 O -4.73680 -2.11110 4.92108
31 N 3.82237 -1.39736 -4.06567
32 N 0.99926 -0.55314 -0.20145
33 N 3.33925 0.12916 -0.42686
34 N 2.80626 -1.78393 0.62226
35 C 0.75913 1.10350 -5.88956
36 C -0.25743 1.22338 -1.20313
37 C -4.91584 -0.90635 4.94086
38 C -1.73667 3.15560 -1.41402
39 C -5.58202 1.07450 6.22287
40 C 0.12772 -3.21915 -1.09142
41 C -0.16476 0.84467 2.07557
42 C 2.35414 -0.73715 0.01527
43 C 2.79403 0.85791 -1.65084
44 C -0.81749 -2.33300 -1.83397
45 C -0.70485 -1.02186 -2.08543
46 C 1.63707 0.96045 -3.79143
47 C -5.39172 -0.23910 6.17681
48 C 1.82155 0.05920 -2.50722
49 C -0.60246 2.35914 -2.15144
50 C -5.32559 1.93210 5.03724
51 C -7.36702 2.28507 0.92506
52 C -4.84743 1.26584 3.79496
53 C -4.66042 -0.05463 3.75506
54 C 0.48722 -0.11275 -1.56253
55 B 4.04711 1.57831 -2.36695
56 B 3.67901 1.16274 0.59822
57 H -0.96106 2.12887 -3.15190
58 H -5.92784 1.57853 7.11682
59 H 5.47748 0.54409 0.64958
60 H -8.06429 2.92220 0.37097
61 H 5.62815 1.34560 -3.32838
62 H 1.98899 -3.32294 -4.38138
63 H -4.66062 1.90754 2.93581
64 H -1.18275 1.23320 1.92772
65 H 4.06891 -0.41421 -4.10652
66 H -6.53423 1.53059 -0.65189
67 H 2.25400 1.73122 -1.23976
68 H 2.97658 -3.57185 -2.37647
69 H 1.61041 2.02647 -3.54906
70 H -5.57095 -0.88046 7.03090
71 H 2.50353 0.89039 -4.46497
72 H -7.87581 1.35998 1.22290
73 H -0.05728 0.61317 3.13357
74 H -4.31207 -0.55968 2.86185
75 H -1.68750 2.96642 -0.30923
76 H -7.03452 2.81280 1.81431
77 H -0.43373 -3.72882 -0.29333
78 H 2.24100 -2.55050 0.97924
79 H 0.43421 -4.03535 -1.75966
80 H -1.23577 0.91390 -0.81515
81 H -2.70720 2.84649 -1.79361
82 H 1.02479 -2.81768 -0.65035
83 H 0.33998 1.70704 -0.41886
84 H 3.13578 2.01835 2.18212
85 H -1.63135 4.21446 -1.66707
86 H 0.51778 1.62092 1.73639
87 H 3.70265 3.47769 -2.13805
88 H 0.24413 3.05261 -2.26837

spin multiplicity: 1
orbital gap: 3.908 eV
energy relative to the best compared isomer or geometry (same formula, charge and spin): 2.573 eV
charge: -1

These are the Löwdin partial charges, in e, on atoms 1 to 8: atom 1 (Cl): 0.647, atom 2 (Cl): 0.197, atom 3 (Cl): 0.672, atom 4 (Cl): -0.240, atom 5 (S): 0.708, atom 6 (P): 0.361, atom 7 (P): 0.671, atom 8 (Na): 0.791

---

Computed, not measured: a 3-piece molecular cluster, C20H32F3N3O6S overall at a distorted geometry, with ωB97M-V/def2-TZVPD.

Cartesian coordinates (Å):
1 S -7.74492 4.79500 3.11703
2 F -3.33984 1.37792 -2.13491
3 F -5.80044 1.47895 -0.55128
4 F -3.06332 3.99688 -2.43760
5 O -2.82147 1.21701 -0.00536
6 O -3.40747 5.16771 -0.61466
7 O -5.50465 2.79701 -3.47627
8 O -8.86748 4.05078 -1.14154
9 O -7.43233 2.65210 -2.32296
10 O -10.92965 3.80824 -1.76531
11 N -9.87530 3.70880 -2.19781
12 N -6.62437 3.26079 1.10463
13 N -4.15814 2.98363 -0.67279
14 C -3.37487 1.78342 -0.86856
15 C 3.10283 -2.56829 -1.43662
16 C -6.43704 5.15875 -0.53522
17 C -6.08183 2.74556 -2.44521
18 C -7.16608 3.93863 1.95431
19 C 0.97730 -0.71178 -2.78336
20 C -6.61006 3.66521 -0.29888
21 C 0.69602 -1.75496 -1.70016
22 C 5.40633 -2.28467 2.27866
23 C 7.22854 -4.41401 3.65326
24 C 1.39446 0.66096 -2.25778
25 C 5.94772 -3.53937 1.59615
26 C 8.61529 -4.02209 3.15262
27 C 0.32538 1.32669 -1.39758
28 C -7.86128 3.08476 -1.03705
29 C 1.85949 -2.01762 -0.74540
30 C -3.53538 4.16021 -1.20617
31 C 6.23816 -4.71587 2.52944
32 C 4.06371 -2.50180 2.96972
33 C -5.56297 2.77063 -0.99465
34 H 9.29630 -3.85177 3.98758
35 H -5.85533 5.61813 0.26073
36 H 0.41787 -2.69493 -2.18744
37 H -0.60222 1.44207 -1.96285
38 H 5.30282 -5.07350 2.96890
39 H 5.22576 -3.86806 0.84196
40 H 3.89139 -2.77217 -0.71048
41 H 6.13415 -1.90324 3.00016
42 H 1.52836 -2.73435 0.01108
43 H 5.29087 -1.50348 1.52207
44 H 3.50737 -1.86453 -2.16578
45 H -7.39757 5.64929 -0.66032
46 H 7.31761 -5.30365 4.28213
47 H 6.83554 -3.62323 4.29819
48 H 1.61648 1.30506 -3.11270
49 H 2.11705 -1.10228 -0.20491
50 H 0.64911 2.31748 -1.07360
51 H 0.07729 -0.59812 -3.39613
52 H 3.69769 -1.57371 3.41085
53 H 8.58764 -3.10530 2.56180
54 H 0.10385 0.74552 -0.50189
55 H 2.32472 0.58174 -1.68846
56 H 6.62367 -5.54670 1.93007
57 H 6.85656 -3.27895 1.04637
58 H -5.87559 5.33118 -1.45777
59 H -8.26288 2.26641 -0.43588
60 H 1.75324 -1.08351 -3.45834
61 H 4.13626 -3.23829 3.77154
62 H 2.87910 -3.50294 -1.95559
63 H -0.17788 -1.45027 -1.11773
64 H 9.04158 -4.81225 2.53078
65 H 3.31279 -2.85130 2.25702

spin multiplicity: 1
orbital gap: 9.079 eV
SMILES string: C[C@@]1(N=C=S)[C@@H](ON=O)OC(=O)[C@@]1(F)N(C(=O)F)C(=O)F.CCCCCC.CCCCCC

These are the Löwdin partial charges, in e, on atoms 1 to 8: atom 1 (S): 0.786, atom 2 (F): 0.166, atom 3 (F): 0.107, atom 4 (F): 0.169, atom 5 (O): 0.238, atom 6 (O): 0.218, atom 7 (O): 0.209, atom 8 (O): -0.070

---

Computed, not measured: C20H32IrN5O5S3 as an isolated structure at a distorted geometry, with ωB97M-V/def2-TZVPD.

Cartesian coordinates (Å):
1 Ir -0.12567 1.81417 -0.21171
2 S 0.91122 -2.07296 -2.28104
3 S -0.07778 -3.59605 0.12644
4 S -2.57726 -0.14915 0.24385
5 O -3.88747 0.04470 -0.30029
6 O -1.03217 3.64949 -0.33283
7 O 1.26669 0.40255 0.13401
8 O -1.67889 -1.04444 -0.44214
9 O -1.94569 1.25498 0.43373
10 N 0.78497 0.93197 2.30992
11 N 1.04163 2.09882 -1.96588
12 N 1.91207 -4.32349 -1.29057
13 N 0.06218 1.91327 1.75049
14 N -0.00022 1.13448 -2.15948
15 C -0.80157 1.17863 -3.43777
16 C -0.74806 2.64208 2.55320
17 C 1.37572 0.16858 1.39949
18 C 2.17011 -1.38876 3.16565
19 C 2.21462 -0.95541 1.84166
20 C -1.67371 4.08983 0.66020
21 C 3.02600 -1.60788 0.91682
22 C 1.97916 -5.31316 -0.22948
23 C -1.24665 2.61487 -3.68426
24 C 1.00220 -3.35402 -1.23531
25 C 0.09366 0.64740 -4.55062
26 C -2.60237 5.23220 0.40617
27 C -0.73468 2.37189 4.02190
28 C -2.75248 -0.67347 1.92014
29 C 0.67903 -5.18624 0.57473
30 C 3.73673 -3.12919 2.63606
31 C -2.00613 0.27941 -3.21533
32 C -1.55458 3.62448 2.01113
33 C 3.79222 -2.68890 1.32024
34 C 2.92631 -2.47885 3.55852
35 H 2.00119 1.81863 -2.15133
36 H -1.70875 -0.73900 -2.96847
37 H -3.27749 0.10313 2.47076
38 H 2.85485 -5.13056 0.39579
39 H 0.38897 0.19223 -2.01022
40 H -2.56460 5.97010 1.20495
41 H 2.66030 -4.21132 -1.95759
42 H 2.06469 -6.30983 -0.66086
43 H -2.18372 4.15466 2.71316
44 H 0.78909 2.94084 -2.47530
45 H 0.39976 -0.38045 -4.34487
46 H -1.67535 3.05348 -2.78018
47 H 4.44278 -3.18324 0.60967
48 H 3.05862 -1.26079 -0.10634
49 H 0.98449 1.26585 -4.68756
50 H -1.59339 2.83871 4.49776
51 H -1.76103 -0.85238 2.33502
52 H -0.45671 0.65172 -5.49116
53 H 1.54530 -0.86736 3.87737
54 H -3.33266 -1.59417 1.91663
55 H -2.38024 5.69495 -0.55147
56 H -3.61760 4.82571 0.37124
57 H -2.64049 0.65421 -2.41440
58 H 2.89486 -2.81441 4.58635
59 H 4.33666 -3.97510 2.94819
60 H -0.01508 -5.98924 0.33814
61 H -2.59255 0.26166 -4.13431
62 H -0.44163 3.25516 -4.05701
63 H -2.02165 2.61486 -4.44900
64 H -0.73684 1.30142 4.21408
65 H 0.17676 2.77315 4.46876
66 H 0.87233 -5.19448 1.64457

spin multiplicity: 2
orbital gap (spin up / spin down): 7.902 / 5.897 eV
energy relative to the best compared isomer or geometry (same formula, charge and spin): 1.725 eV
expectation value of S²: 0.777
charge: +1

These are the Löwdin partial charges, in e, on atoms 1 to 8: atom 1 (Ir): 1.508, atom 2 (S): 0.667, atom 3 (S): 0.962, atom 4 (S): 0.458, atom 5 (O): -0.278, atom 6 (O): -0.134, atom 7 (O): -0.161, atom 8 (O): -0.377